Record 1
{"formula": "C4H5IN2", "method": "the ωB97M-V functional and the def2-TZVPD basis", "lumo_ev": -0.535, "de_lowest_ev": 4.918, "total_energy_ha": -562.43467, "homo_ev": -8.61, "orbital_gap_ev": 8.07, "smiles": "C=C/N=N\\I.C#C", "elements": ["N", "H", "H", "C", "H", "H", "I", "C", "H", "N", "C", "C"], "coordinates": [[0.213920, 0.343496, -0.476580], [-2.892264, -1.942606, 2.298111], [1.936219, 2.459394, -0.920477], [0.816411, 0.775859, -1.593957], [0.598650, 0.225001, -2.508188], [2.058765, 1.882142, -2.684053], [-0.562269, -2.230880, -1.490150], [1.594836, 1.814813, -1.692512], [-0.305269, -0.294095, 3.549632], [-0.379167, -0.629241, -0.154362], [-2.014575, -1.422226, 2.555299], [-1.065256, -0.981658, 3.117238]], "atomic_forces_ev_per_a": [[-0.430, 1.285, 2.658], [-0.337, -0.177, -0.518], [-0.025, 0.347, 0.642], [-0.433, -1.195, -2.272], [-0.067, -0.349, 0.060], [-0.203, 0.577, 0.462], [-0.165, -1.407, -1.280], [1.464, 0.348, -1.193], [-0.900, -1.331, -0.615], [-0.105, 0.421, 0.827], [-0.666, -0.741, 0.275], [1.867, 2.221, 0.954]]}

=====

Record 2
{"formula": "C4H9AgNO3PS", "method": "the ωB97M-V functional and the def2-TZVPD basis", "lumo_ev": 0.184, "de_lowest_ev": 0.165, "total_energy_ha": -1324.84629, "homo_ev": -7.73, "orbital_gap_ev": 7.91, "elements": ["C", "C", "H", "C", "H", "H", "H", "N", "O", "P", "H", "H", "S", "H", "O", "O", "H", "H", "Ag", "C"], "coordinates": [[3.467194, 2.243406, -2.439644], [-2.144727, -2.328546, 0.376939], [-2.302185, -1.797659, 1.313257], [1.805937, -0.745513, 1.018715], [-1.428000, 2.208971, -0.260710], [-3.091081, -2.688688, -0.011672], [-1.461778, -3.159454, 0.534261], [2.383642, 1.810590, -2.558622], [0.564662, -1.301557, 0.541853], [-0.465786, -0.400177, -0.271141], [1.656715, -0.341563, 2.017087], [-2.877738, 1.328713, 0.274839], [4.960870, 2.833300, -2.283013], [2.174983, 0.039697, 0.359489], [-1.596084, -1.442861, -0.624168], [-1.066226, 0.509560, 0.904554], [-1.928150, 2.278419, 1.438136], [2.528516, -1.554063, 1.043010], [0.694418, 0.862120, -1.932389], [-1.875181, 1.645304, 0.559222]], "atomic_forces_ev_per_a": [[0.315, 0.099, 0.049], [0.074, 0.000, -0.030], [-0.014, 0.032, 0.022], [-0.089, -0.027, 0.070], [0.048, 0.006, -0.039], [-0.017, 0.009, -0.037], [0.005, -0.007, 0.003], [-0.240, 0.025, -0.199], [-0.011, -0.009, 0.043], [0.336, 0.318, -0.329], [-0.004, 0.012, 0.019], [-0.010, -0.041, 0.000], [-0.082, -0.018, -0.025], [-0.014, 0.051, -0.097], [-0.131, -0.143, -0.104], [-0.049, 0.129, 0.107], [0.021, -0.006, 0.051], [-0.012, -0.048, 0.013], [-0.129, -0.337, 0.458], [0.006, -0.045, 0.024]]}

=====

Record 3
{"formula": "C5H4N2", "method": "the ωB97M-V functional and the def2-TZVPD basis", "lumo_ev": 0.898, "de_lowest_ev": 2.345, "total_energy_ha": -302.34213, "homo_ev": -9.00, "orbital_gap_ev": 9.89, "smiles": "C#Cc1ccn[nH]1", "elements": ["H", "H", "N", "C", "H", "C", "H", "C", "N", "C", "C"], "coordinates": [[-2.775609, 0.086105, -0.917295], [-0.791539, -1.819486, -0.968252], [-1.549187, 1.080163, 0.447241], [-1.859655, 0.059858, -0.345414], [0.187306, 1.453518, 1.450465], [1.578683, -0.463469, 0.241076], [3.542021, 0.233151, -0.632859], [0.166356, -0.367661, 0.384236], [-0.330581, 0.789194, 0.895697], [2.669869, -0.146942, -0.158649], [-0.837664, -0.904433, -0.396250]], "atomic_forces_ev_per_a": [[-0.065, -0.107, 0.260], [0.009, 0.210, 0.009], [-0.105, -0.254, -0.036], [-0.213, -0.009, 0.027], [-0.148, -0.045, -0.099], [0.533, 0.291, -0.283], [0.260, -0.257, 0.204], [-0.056, 0.214, -0.240], [0.120, 0.085, 0.027], [-0.382, -0.177, 0.165], [0.046, 0.048, -0.033]]}